20
Properties=species:S:1:pos:R:3:forces:R:3:nbo_charge:R:1 method="wB97M-V/def2-TZVPD" de_lowest_kcal_mol=128.18 charge=0 e_homo_ha=-0.331
N -0.38770 1.87340 -0.01818 1.60 -3.88 3.77 -0.5409
C -1.27619 -1.40066 -1.67071 4.79 -2.60 -0.18 -0.6334
C -1.16123 0.44833 0.45673 1.25 1.10 -0.36 -0.0769
C 2.43107 -0.12664 -0.00344 -2.29 -0.07 -1.12 -0.3728
C 0.30928 0.77533 -0.84712 2.97 2.84 -3.31 -0.1050
C 1.04974 -0.03460 0.08568 4.80 -0.17 2.14 -0.0617
C 0.04664 -0.24969 1.11272 -2.43 1.50 -2.00 -0.0974
C -0.00168 -0.85742 2.23375 1.23 -6.83 4.64 -0.3825
C -0.98288 -0.00507 -1.05888 -4.87 2.44 -1.39 -0.2460
H -0.83900 -1.49430 2.79867 0.96 2.75 -1.34 0.2289
H 1.22711 1.28521 -1.54600 -3.33 -1.47 0.68 0.2071
H 3.21221 -0.50003 0.69121 -1.04 0.12 -0.51 0.2223
H -2.06010 0.57273 1.08502 0.25 -0.23 -0.75 0.2257
H -0.39491 -1.40948 -2.65447 -2.98 -0.46 2.75 0.2159
H 0.92375 -1.52626 2.54308 -1.23 1.90 -0.62 0.1899
H -1.72403 0.68580 -1.65616 1.45 -0.80 1.11 0.2272
H -2.24956 -1.91463 -1.96291 0.85 2.03 0.12 0.2524
H -0.89363 -2.23374 -0.90235 -0.26 1.64 -1.63 0.2072
H 2.68775 0.17476 -1.05601 0.68 -0.25 1.40 0.1988
H 0.33592 1.94862 0.93484 -2.39 0.44 -3.41 0.3413

8
Properties=species:S:1:pos:R:3:forces:R:3:nbo_charge:R:1 method="wB97M-V/def2-TZVPD" de_lowest_kcal_mol=33.89 charge=0 e_homo_ha=-0.347
S -1.74959 0.74584 0.06327 0.16 1.66 1.01 -0.0166
O 1.93126 -0.55189 0.30943 1.68 -1.03 0.63 -0.5135
C 0.75547 -0.62172 0.47583 -0.28 1.17 -0.50 0.4199
C 0.01966 0.51743 -0.16735 1.64 2.17 1.16 -0.6560
H -2.22584 -0.37704 -0.40262 0.09 -0.97 -0.52 0.1182
H 0.82817 1.50971 -0.02425 -3.09 -2.60 -0.18 0.2797
H 0.24483 -1.47844 0.90889 -0.28 -0.33 0.36 0.1287
H 0.19605 0.25610 -1.16320 0.08 -0.06 -1.96 0.2397

40
Properties=species:S:1:pos:R:3:forces:R:3:nbo_charge:R:1 method="wB97M-V/def2-TZVPD" de_lowest_kcal_mol=19.41 charge=0 e_homo_ha=-0.314
S -0.45639 1.99183 -2.09229 -0.01 0.06 -0.49 0.2506
O -1.11849 -1.12301 -1.81139 0.09 -0.12 -0.12 -0.6129
O 3.07138 -0.89394 0.01178 0.17 -0.04 0.13 -0.5819
N -1.85731 2.62253 0.08581 -0.36 -0.05 0.49 -0.6173
N 0.96154 -1.34153 -0.79432 0.02 -0.59 -0.04 -0.5380
N -0.55593 0.65458 0.09641 -0.03 0.67 0.29 -0.5634
C -2.21772 3.87619 -0.53194 0.18 0.37 -0.01 -0.2124
C -0.59894 -4.38501 0.62260 0.03 -0.05 0.04 -0.1940
C 0.62688 0.54405 -2.15878 -0.34 0.53 0.18 -0.4291
C -1.01260 1.71533 -0.43811 0.44 -0.51 0.04 0.3546
C 1.73871 -4.77902 0.30981 -0.02 -0.02 -0.01 -0.2078
C -0.80583 0.26280 1.45794 -0.02 0.20 0.16 -0.2332
C 2.10381 -0.59290 -0.63931 0.16 0.48 -0.15 0.7175
C -1.25461 5.00102 -0.15967 -0.19 -0.15 -0.12 -0.6182
C 1.94012 0.70211 -1.41893 0.14 -0.05 0.08 -0.5124
C -0.05449 -0.65486 -1.49342 -0.04 -0.24 -0.84 0.7638
C 0.49537 -5.22627 0.72232 -0.03 -0.09 0.03 -0.2221
C 0.79548 -2.64891 -0.27482 0.00 -0.30 0.11 0.2160
C -0.45619 -3.10031 0.12980 -0.05 0.11 0.01 -0.2539
C 1.89278 -3.50075 -0.19435 0.05 0.04 -0.05 -0.2227
C 0.17177 0.95180 2.41043 -0.20 -0.16 -0.09 -0.6100
H -2.21800 3.73091 -1.61478 -0.20 0.06 0.09 0.2120
H 1.19262 0.68773 2.14449 0.10 0.00 -0.01 0.2202
H -0.64636 -0.81630 1.50660 -0.15 0.05 0.12 0.2140
H 0.37920 -6.22605 1.11344 -0.01 -0.08 0.03 0.2115
H -3.23294 4.12826 -0.21372 0.05 -0.05 -0.17 0.2043
H 2.59774 -5.43027 0.37367 0.07 -0.04 0.00 0.2134
H -1.31734 -2.46035 0.03617 -0.03 0.03 -0.01 0.2419
H -0.01659 0.62887 3.43094 0.04 0.02 0.15 0.2139
H -2.07703 2.51973 1.06520 0.05 -0.07 -0.09 0.3979
H 0.75794 0.32869 -3.22154 -0.05 -0.07 0.09 0.2592
H 0.07095 2.03505 2.35974 0.02 0.10 0.02 0.1941
H 2.79756 0.85399 -2.07457 -0.01 -0.06 0.05 0.2442
H -1.56494 5.92646 -0.63538 0.00 0.18 -0.04 0.2156
H -1.57543 -4.72723 0.93220 -0.08 -0.02 0.01 0.2115
H -0.24970 4.75827 -0.49543 0.12 0.00 -0.01 0.2159
H 2.86424 -3.16295 -0.51514 0.03 0.03 0.00 0.2339
H -1.23862 5.15256 0.91780 0.01 0.03 0.09 0.2043
H 1.91097 1.52931 -0.70778 0.02 -0.08 -0.01 0.2502
H -1.84362 0.46759 1.75852 0.02 -0.12 0.02 0.1688

27
Properties=species:S:1:pos:R:3:forces:R:3:nbo_charge:R:1 method="wB97M-V/def2-TZVPD" de_lowest_kcal_mol=122.93 charge=0 e_homo_ha="-0.252 / -0.252"
O -0.57431 -0.00152 -2.61532 -0.22 -0.63 0.20 -0.7002
O -0.59482 -0.38895 2.13764 0.29 0.20 0.11 -0.7448
N -1.03166 -0.63236 -0.16337 -0.32 0.05 1.17 -0.4326
C -0.53842 -2.00529 -0.11320 -0.13 0.46 0.10 -0.4260
C -0.45478 0.29262 0.88119 -1.18 -1.09 -0.28 0.2242
C 0.88626 0.77119 0.47531 -0.85 -0.32 -1.37 -0.0953
C 2.11961 -0.03956 0.76401 0.08 -0.14 -0.07 -0.6639
C 0.24969 0.47037 -1.61192 1.89 1.32 0.23 0.0476
C 1.11947 2.24892 0.43689 0.15 0.13 -0.32 -0.6394
C -2.49119 -0.61209 -0.21687 0.40 0.04 0.22 -0.4104
H -0.36221 -0.93120 -2.76458 -0.19 0.07 -0.01 0.4642
H 0.19337 1.54681 -1.72411 0.28 0.14 0.17 0.1628
H 1.67824 2.52635 -0.48253 0.00 -0.17 0.23 0.2049
H 0.19637 -0.23973 2.66372 -0.03 0.04 -0.02 0.4729
H 2.77181 -0.12517 -0.12552 -0.15 0.09 0.12 0.2100
H 1.71525 2.62029 1.27971 -0.04 0.00 -0.02 0.2039
H -0.90944 -2.53183 -0.99490 -0.03 -0.06 0.02 0.1895
H 0.19119 2.82258 0.37765 -0.02 -0.10 0.15 0.2127
H 1.24564 0.03913 -1.65780 0.16 0.10 -0.44 0.1465
H -2.83449 0.41869 -0.30934 -0.01 -0.02 -0.03 0.2020
H 2.73981 0.41673 1.54553 0.00 0.10 -0.06 0.2065
H -2.93845 -1.05294 0.68269 -0.11 -0.06 -0.02 0.1824
H -1.14288 1.14562 0.88229 0.06 -0.03 0.00 0.1688
H -0.87601 -2.52717 0.78796 0.04 -0.11 -0.02 0.1984
H -2.81892 -1.16591 -1.09742 -0.02 0.00 0.02 0.2012
H 1.91273 -1.05637 1.10119 -0.09 0.02 -0.06 0.2137
H 0.54813 -2.00921 -0.13892 0.06 -0.05 -0.01 0.2004

19
Properties=species:S:1:pos:R:3:forces:R:3:nbo_charge:R:1 method="wB97M-V/def2-TZVPD" de_lowest_kcal_mol=104.82 charge=+1 e_homo_ha="-0.477 / -0.477"
S 0.89915 1.82236 -0.22666 -0.15 -0.29 -1.26 0.4882
N 0.01289 0.40306 0.09698 -1.87 0.21 2.79 -0.5468
C 2.41776 1.41338 0.63734 -0.10 2.15 -0.06 -0.7482
C -1.37146 -1.58598 -0.32977 -0.75 -1.28 2.02 -0.7044
C -1.11727 0.53176 2.04718 -2.37 -1.40 -5.89 -0.1565
C -0.47845 -0.43880 -0.73094 1.89 -2.41 1.13 0.4226
C -0.00508 -0.50765 -2.13691 1.91 -1.47 0.79 -0.6871
H 2.00350 1.34268 1.59994 0.27 -0.09 1.84 0.2160
H -0.12992 -1.51117 -2.62696 -0.06 1.24 0.54 0.2617
H -1.74764 -1.79301 0.77238 0.80 1.41 -2.08 0.2443
H -2.04833 0.61166 1.31893 2.01 0.89 2.18 0.2410
H -1.14165 -0.41282 2.48939 0.45 -1.33 0.94 0.1922
H 2.85184 0.46501 0.40988 0.60 -0.22 -0.76 0.2434
H -0.61418 0.23707 -2.48454 -1.55 1.84 -2.35 0.2535
H 1.04144 -0.12216 -2.19843 -0.84 -0.44 -0.08 0.2619
H -0.99756 -2.62717 -0.53983 0.27 1.34 -0.48 0.2820
H 3.05159 2.37843 0.58552 -0.73 -1.90 -0.05 0.2752
H -2.21316 -1.43354 -0.98817 -0.76 -0.35 -0.07 0.2586
H -0.41347 1.22688 2.30467 0.98 2.13 0.85 0.2026

88
Properties=species:S:1:pos:R:3:forces:R:3:mulliken_spin:R:1 method="wB97M-V/def2-TZVPD" de_lowest_kcal_mol=0.00 multiplicity=6 charge=0 e_homo_ha="-0.244 / -0.305"
Ir 0.47832 -0.00087 -0.01325 -0.14 -0.19 0.04 2.2958
Se -2.97526 2.97437 -1.53501 0.00 -0.02 0.03 0.8695
S 0.25909 -1.81434 -1.52770 0.08 0.07 0.06 0.5505
S -1.60847 -1.19215 -5.72952 0.01 -0.01 -0.03 0.0005
S 2.79389 -0.49414 -0.07478 -0.01 0.02 -0.02 0.5211
S 0.79438 -0.14623 2.55601 0.00 -0.02 -0.05 0.1365
O 0.63544 1.40271 -1.71554 0.11 0.03 0.00 0.1712
O -0.94559 -2.19285 -4.93173 -0.02 -0.01 0.02 0.0020
O -1.41344 1.16960 -2.58139 -0.02 -0.02 -0.06 0.0981
O -3.04651 -1.20029 -5.78554 0.01 -0.01 -0.01 0.0001
N -3.52878 -1.81811 -0.36344 0.04 0.02 0.05 -0.0005
N 1.89166 2.49173 1.24236 0.01 0.05 0.05 0.0276
N 0.42915 2.59953 3.06210 0.06 0.04 -0.02 0.0055
N -1.69814 -0.95433 0.48962 0.06 0.05 -0.06 0.1067
N 6.60936 -1.69351 -4.73721 0.01 0.02 -0.01 0.0072
N -8.37072 -2.93853 -4.95228 -0.01 -0.01 -0.01 0.0002
N -1.20340 0.32332 -5.25320 0.02 0.03 0.01 -0.0023
N -1.23360 1.98926 0.65636 -0.19 0.16 0.03 0.1254
N 3.32923 -3.37464 -6.57145 0.00 -0.01 -0.02 0.0032
N -0.38520 1.21261 4.51383 -0.01 0.00 0.03 0.0080
C -0.18888 1.44469 -2.67333 -0.07 -0.01 0.04 0.0628
C -3.31692 -2.44792 0.84812 -0.02 0.01 -0.01 0.0000
C 0.81665 -1.38583 -11.25211 0.01 0.01 -0.01 0.0000
C 0.62902 4.49665 1.55261 0.02 -0.05 0.01 0.0041
C 1.01572 3.20979 1.91118 0.01 -0.07 -0.06 0.0128
C -6.81809 -2.58987 -1.85072 -0.02 0.00 -0.02 -0.0003
C -2.52678 -0.92666 -0.52670 -0.04 -0.02 0.00 -0.0351
C -1.94749 2.40561 -0.15146 0.08 0.00 0.01 -0.0379
C -6.50546 -2.52719 -3.20739 0.02 0.00 0.03 0.0006
C 1.82506 -1.80912 -2.28043 0.02 -0.04 -0.02 0.0663
C -1.53016 -0.57484 -8.38104 -0.01 0.00 0.01 -0.0002
C 4.16710 -1.20996 -2.31519 -0.02 -0.01 0.02 -0.0068
C -5.20576 -2.24168 -3.61888 -0.03 -0.01 -0.01 0.0010
C 1.97604 -2.40385 -3.53781 -0.03 0.00 0.00 0.0034
C -5.83757 -2.35399 -0.90566 0.02 0.01 0.01 0.0005
C -0.12378 3.34419 4.09735 -0.02 -0.01 0.02 0.0059
C -0.62211 2.48241 4.99609 0.01 0.02 -0.03 -0.0021
C 5.58151 -1.73038 -4.22522 -0.01 -0.05 0.00 -0.0048
C -4.54330 -2.07399 -1.32239 -0.01 -0.02 -0.05 -0.0004
C 0.21452 -1.33088 -9.87603 -0.02 0.01 0.01 0.0001
C 0.21493 0.57910 -4.97153 0.03 0.02 0.01 0.0082
C 3.29346 -2.94159 -5.50739 0.00 0.02 0.02 -0.0035
C -2.18035 -1.90334 1.35919 0.05 -0.02 -0.01 -0.0121
C 2.16439 4.31750 -0.27147 0.00 -0.01 0.00 0.0047
C 1.23095 5.05451 0.44072 0.00 0.02 -0.02 0.0035
C 2.44785 3.03463 0.15981 -0.01 0.01 0.02 0.0050
C 0.81012 -2.01065 -8.81809 0.03 0.00 0.00 0.0002
C 4.30520 -1.77441 -3.56875 -0.01 0.02 0.00 0.0130
C -7.53740 -2.75862 -4.18238 0.00 0.02 0.00 -0.0001
C -0.76775 -0.02127 5.17430 0.01 0.01 -0.01 0.0057
C 0.24587 -1.98849 -7.55306 -0.01 0.04 0.01 -0.0009
C 3.19380 -2.37897 -4.19001 0.04 0.01 0.01 0.0063
C -0.91907 -1.26727 -7.34401 -0.03 0.01 -0.01 0.0002
C 0.27302 1.26697 3.33073 -0.02 -0.03 -0.01 0.0228
C -0.96033 -0.61522 -9.64044 0.02 -0.01 -0.01 0.0001
C -4.21921 -2.02968 -2.67294 0.00 0.01 0.02 -0.0028
C 0.35666 1.79002 -4.04474 -0.01 -0.01 -0.04 -0.0069
C 2.93275 -1.20688 -1.65348 0.01 -0.04 -0.03 -0.0087
H -3.19966 -1.85091 -2.99176 0.00 -0.01 0.00 0.0042
H -1.66156 -2.14174 2.27160 0.01 -0.01 0.00 0.0039
H 3.13372 2.39467 -0.38212 0.01 0.00 0.01 -0.0099
H -2.43925 -0.01784 -8.19608 0.00 0.00 0.00 0.0000
H 1.73115 -2.55947 -8.97222 0.00 -0.02 0.00 0.0002
H -1.11066 2.65445 5.93740 0.00 0.00 0.01 0.0003
H -0.14338 5.02874 2.08654 0.00 0.01 0.00 0.0005
H 0.53352 -2.31201 -11.75625 0.00 0.00 0.00 0.0000
H -3.95870 -3.23492 1.20062 -0.01 0.00 0.01 0.0010
H -6.07805 -2.36636 0.14889 0.00 0.00 0.00 0.0002
H 2.64514 4.71604 -1.15329 0.00 0.00 0.00 -0.0002
H 0.11599 -0.60415 5.42674 0.00 0.00 0.00 -0.0035
H -7.83173 -2.80739 -1.54384 0.00 0.00 0.00 0.0000
H -0.20142 2.63491 -4.45407 -0.01 -0.01 -0.01 -0.0012
H 0.95494 6.05124 0.12241 0.00 0.00 0.00 0.0002
H -1.39773 -0.61239 4.51253 0.00 0.00 0.00 -0.0024
H 5.02613 -0.75699 -1.83875 0.00 0.01 0.00 -0.0116
H 1.90499 -1.35836 -11.20534 0.00 0.00 0.00 0.0000
H -2.42753 -0.28730 -1.39081 0.01 0.00 -0.01 -0.0004
H 0.70710 -2.52164 -6.73499 0.01 -0.03 0.00 0.0004
H 0.68788 -0.28911 -4.50218 0.00 -0.01 0.00 -0.0017
H 0.72869 0.77555 -5.91395 0.00 0.01 0.00 0.0017
H 0.47571 -0.55439 -11.86776 0.00 0.00 0.00 0.0000
H -4.95459 -2.19078 -4.66923 0.01 -0.01 0.01 -0.0001
H -1.78583 0.57491 -4.45239 -0.02 0.01 0.02 -0.0005
H -1.42980 -0.07979 -10.45677 0.00 0.00 0.00 0.0000
H 1.40780 2.05932 -3.96409 0.00 0.00 0.01 0.0028
H 1.11515 -2.85485 -4.01474 0.00 0.01 0.01 -0.0164
H -0.07923 4.41530 4.11713 0.00 0.01 0.00 0.0008
H -1.31422 0.23553 6.07806 0.00 0.00 0.00 0.0010

22
Properties=species:S:1:pos:R:3:forces:R:3:nbo_charge:R:1 method="wB97M-V/def2-TZVPD" de_lowest_kcal_mol=48.94 multiplicity=3 charge=+2 e_homo_ha="-0.556 / -0.542"
N 3.28301 -1.39280 0.05991 0.93 3.20 2.85 -0.1535
N 5.56045 -0.09704 2.28685 -1.24 -1.20 1.38 0.2122
N 5.84854 0.21714 1.15554 1.36 1.51 1.55 -0.1076
C 2.69567 -2.54554 -0.29487 0.25 -1.56 -3.58 -0.4459
C -11.15863 1.41695 -1.05553 0.87 -0.14 -0.10 0.3285
C 4.23302 -0.70392 -0.44839 -0.80 -0.63 -3.41 0.0455
C 5.26936 0.05723 -0.03606 -0.23 0.33 -0.93 -0.1039
C -10.26029 1.11261 -0.02671 1.58 0.79 0.22 -0.8123
C 7.08683 1.03104 1.11201 2.59 0.71 -3.04 -0.4586
H 6.92041 2.15486 1.05442 -0.23 -1.66 0.00 0.2757
H -9.23849 1.56069 -0.16017 -0.45 -0.50 -0.42 0.3517
H 3.32424 -3.25242 0.27645 -0.46 -0.69 -0.44 0.2790
H -10.93590 1.35062 -2.13487 -0.08 0.02 0.59 0.2480
H 1.64676 -2.60464 -0.00856 0.16 -0.11 -0.04 0.2498
H 7.90430 0.80874 1.79983 -0.95 -0.28 0.76 0.2794
H -10.05211 0.04972 -0.09596 0.42 -1.00 -0.54 0.3741
H 7.52024 0.58529 0.14062 -0.26 1.47 1.24 0.2425
H 2.89997 -2.64065 -1.48148 -0.77 -0.67 2.38 0.2133
H -12.09944 1.71878 -0.69513 -1.62 0.42 -0.31 0.2242
H 5.78894 0.54246 -0.83338 0.33 0.24 -0.01 0.2448
H -10.54861 1.25891 0.98856 -0.78 0.41 0.54 0.2858
H 4.31174 -0.62803 -1.60307 -0.63 -0.66 1.30 0.2271